Entry from OMol25: C15H18N4O8P2Se4V as an isolated structure at a distorted geometry (ωB97M-V with the def2-TZVPD basis set).

Each line ends with the natural charge from an NBO analysis.
Geometry (Å):
V1 -0.46669 0.40385 -0.02186  1.18
O1 -0.06418 1.86888 4.08060  -0.70
C1 -1.23428 1.36355 4.50712  0.42
C2 -1.47496 1.34608 5.88413  -0.31
C3 -2.65804 0.83121 6.38375  -0.20
C4 -3.62036 0.31814 5.51702  -0.28
C5 -3.38359 0.33558 4.15184  -0.14
C6 -2.20683 0.86337 3.62524  -0.21
C7 -1.97920 0.88578 2.16272  0.51
O2 -0.82954 1.32706 1.68251  -0.78
N1 -2.91916 0.49352 1.35126  -0.38
N2 -2.36236 0.49424 0.08654  -0.41
C8 -3.12106 0.68561 -1.02156  -0.13
C9 -2.33853 1.09709 -2.08712  0.08
C10 -2.76741 1.45288 -3.39999  -0.22
C11 -1.87500 1.92797 -4.30384  -0.23
C12 -0.50173 2.06549 -3.93238  -0.35
C13 -0.12387 1.69846 -2.67765  0.07
N3 -0.98607 1.20602 -1.73765  -0.58
H1 -0.02038 1.70336 3.10341  0.52
H2 -0.70336 1.73690 6.53842  0.21
H3 -2.82600 0.81839 7.45576  0.19
H4 -4.54199 -0.10042 5.90476  0.19
H5 -4.10544 -0.06673 3.45313  0.23
H6 -4.20030 0.65089 -0.99092  0.19
H7 -3.81837 1.34742 -3.64568  0.20
H8 -2.19737 2.20312 -5.30268  0.19
H9 0.23665 2.43462 -4.63259  0.20
H10 0.91371 1.76104 -2.37752  0.20
Se1 -1.08810 -2.09031 0.69878  0.04
Se2 -1.00085 -4.22831 1.57195  -0.59
Se3 -1.58103 -4.23377 -2.43288  -0.50
Se4 -1.60400 -2.15738 -1.56259  0.17
N4 4.31081 -1.95717 0.04513  -0.75
C14 2.80388 -2.15934 0.05334  -0.63
C15 2.46219 -3.64014 -0.00220  -0.65
P1 2.31847 -1.31855 1.68681  2.41
O3 1.86846 -2.52369 2.62667  -1.05
O4 3.68562 -0.88149 2.18027  -1.15
O5 1.24454 -0.29592 1.49896  -1.13
P2 2.22667 -1.21313 -1.44764  2.41
O6 2.00634 -2.34660 -2.56764  -1.02
O7 3.42625 -0.39897 -1.82887  -1.16
O8 0.90275 -0.54843 -1.21850  -1.14
H11 4.81648 -2.82554 -0.07770  0.39
H12 4.45034 -1.47989 0.99729  0.47
H13 4.48981 -1.28135 -0.71838  0.46
H14 2.85522 -4.15932 0.87431  0.21
H15 2.86858 -4.08747 -0.91376  0.21
H16 1.38499 -3.79710 -0.00890  0.28
H17 1.01264 -2.97017 2.39509  0.53
H18 1.10633 -2.71730 -2.55972  0.52

Values from the calculation:
Gap between HOMO and LUMO (spin up / spin down): 5.57 / 4.43 eV
Max |F|: 2.394 eV/A
E_tot: -343847.8830 eV
Lowest unoccupied orbital energy (spin up / spin down): 4.5 / 3.8 eV
Multiplicity: 4
HOMO level (spin up / spin down): -1.092 / -0.663 eV
Net charge: -2